Density functional theory data (wB97M-V/def2-TZVPD) for a structure of composition C14H25BCaN6Si.

Values from the calculation:
* orbital gap: 7.399 eV
* HOMO level: -0.28407 Eh
* lowest unoccupied orbital energy: -0.33 eV
* ΔE to the lowest compared entry with this formula, charge and spin: 0.443 eV
* E: -50858.911 eV

Positions of all 48 atoms, in Å:
H 1.1257 3.4977 -0.2635
N 0.5455 1.7766 -1.4033
B -0.3682 0.2627 -3.2984
N 0.0437 1.6288 -2.6826
C 0.1075 2.8186 -3.3279
Ca 1.9006 0.7312 0.1577
H -0.2348 2.8928 -4.3511
C 0.6121 3.7664 -2.4415
H 0.8031 4.7984 -2.6571
C 0.8300 3.0969 -1.2288
H -0.2180 0.3652 -4.4902
C -2.9250 -2.6931 1.8900
H -2.2769 -3.0607 2.6921
H -2.3679 -1.9858 1.2668
H -3.2424 -3.5356 1.2676
N -1.8882 -0.1493 -3.1410
N 0.6378 -0.7925 -2.7709
N -2.4914 -0.4479 -1.9337
N 1.1852 -0.7758 -1.5015
C -2.7980 -0.2911 -4.1510
C 1.2244 -1.7710 -3.5003
H -2.5099 -0.1107 -5.1746
H 0.9410 -1.9199 -4.5361
C -4.0202 -0.6777 -3.5992
C 2.1250 -2.4388 -2.6819
C -3.7750 -0.7595 -2.2036
C 2.0478 -1.8241 -1.4259
H -4.9484 -0.8743 -4.1122
H 2.7737 -3.2485 -2.9644
H -4.4964 -1.0292 -1.4291
H 2.5378 -2.0895 -0.4967
H -3.7791 -2.2169 2.3064
C -0.1886 0.9958 3.0880
Si 1.5304 0.4694 3.7056
C 1.9692 1.4730 5.2433
C 1.3579 -1.3400 4.2283
C 2.8216 0.6764 2.4110
H -0.7823 1.3918 3.9304
H -0.7764 0.1660 2.6606
H -0.1463 1.8034 2.3384
H 1.3037 1.2193 6.0774
H 3.0000 1.2872 5.5763
H 1.8729 2.5485 5.0518
H 0.6980 -1.8899 3.5413
H 2.3309 -1.8515 4.2375
H 0.9293 -1.4227 5.2386
H 3.3761 1.6387 2.4478
H 3.6024 -0.1084 2.4095


Density functional theory data (wB97M-V/def2-TZVPD) for a cluster of 2 separate species, C2O4S in total.

Values from the calculation:
* orbital gap: 8.091 eV
* HOMO level: -0.33353 Eh
* lowest unoccupied orbital energy: -0.99 eV
* ΔE to the lowest compared entry with this formula, charge and spin: 0.105 eV
* E: -21097.398 eV

Positions of all 7 atoms, in Å:
C -1.0241 0.9128 -0.0935
C 1.6166 -0.3102 0.2920
O -0.8771 1.9955 -0.4024
O 1.5170 0.6553 -0.3239
O 1.6275 -1.2387 0.9495
O -1.1817 -1.4649 -0.7397
S -1.6782 -0.5498 0.3181


Density functional theory data (wB97M-V/def2-TZVPD) for a cluster of 2 separate species, C4H9NOS in total.

Values from the calculation:
* orbital gap: 4.619 eV
* HOMO level: -0.30284 Eh
* lowest unoccupied orbital energy: -3.62 eV
* ΔE to the lowest compared entry with this formula, charge and spin: 6.982 eV
* E: -18660.544 eV

Positions of all 16 atoms, in Å:
C 1.0920 2.1364 0.3317
N 0.3933 1.1157 1.1641
C -0.5242 0.4365 0.2291
C 0.0886 -0.5202 -0.7856
S 1.6778 -1.3313 -0.1796
C -1.8654 0.1937 0.5398
O -2.4957 -0.6842 -0.1259
H 1.5447 1.5245 -0.4051
H 0.4047 2.8301 -0.0926
H 1.8077 2.6718 0.9690
H 1.1777 0.3499 1.3130
H -0.5052 -3.6896 -0.7620
H -0.6851 -1.2566 -0.9104
H 0.2095 -0.2385 -1.8125
H -0.0227 -4.2723 -0.8766
H -2.2978 0.7340 1.4036